Density functional theory data (wB97M-V/def2-TZVPD) for a 19-piece molecular cluster, C14H66O19 overall at a distorted geometry.

Results
net charge: 0
LUMO: 0.5 eV
E_tot: -2002.51618 Eh
HOMO-LUMO gap: 10.6 eV

XYZ file:
```
99
C14H66O19, DFT wB97M-V/def2-TZVPD
O -1.548 0.191 4.106
H -1.811 0.982 4.619
H -0.586 0.334 4.100
O 3.031 -2.806 -1.125
H 2.831 -3.345 -0.352
H 2.714 -3.314 -1.852
O 2.582 -0.181 -0.791
H 1.564 -0.102 -0.695
H 2.610 -1.156 -0.745
O -4.026 0.522 -1.005
H -4.269 1.339 -0.579
H -3.184 0.329 -0.676
O -0.429 0.280 -0.474
H -0.770 1.195 -0.399
H -0.802 -0.264 0.248
O -2.853 3.473 -2.040
H -2.048 3.680 -2.506
H -3.212 2.631 -2.384
O -1.986 0.859 -4.394
H -2.615 0.324 -3.876
H -1.105 0.488 -4.171
O 1.730 1.981 1.301
H 2.618 1.816 0.919
H 1.086 1.663 0.651
O 1.201 -2.617 -4.309
H 0.717 -1.821 -3.851
H 1.401 -2.267 -5.176
O 0.425 -0.281 -3.100
H 0.015 -0.282 -2.216
H 1.403 -0.065 -2.929
O 3.262 0.360 -3.255
H 3.306 0.248 -2.266
H 3.699 1.165 -3.553
O -2.416 -0.796 1.277
H -2.379 -0.161 2.017
H -2.662 -1.664 1.662
C 1.734 4.538 -2.604
C 1.101 3.649 -3.594
O -0.260 3.384 -3.187
H 2.683 4.929 -3.006
H 1.940 3.956 -1.659
H 1.205 5.463 -2.326
H 1.596 2.710 -3.665
H 1.112 4.007 -4.607
H -0.594 2.673 -3.748
C -5.169 -2.184 3.999
C -4.048 -3.174 3.807
O -2.823 -2.516 3.423
H -6.080 -2.627 4.319
H -5.335 -1.614 3.076
H -4.948 -1.488 4.798
H -4.334 -3.884 2.939
H -3.899 -3.763 4.707
H -2.404 -1.914 4.058
C -3.181 -3.785 -3.093
C -1.890 -2.962 -2.745
O -2.119 -2.081 -1.631
H -3.427 -4.498 -2.297
H -3.017 -4.383 -3.994
H -4.087 -3.218 -3.192
H -1.618 -2.392 -3.620
H -1.113 -3.661 -2.434
H -2.651 -1.422 -2.089
C -0.726 -4.048 1.054
C 0.588 -3.566 0.310
O 1.845 -3.899 0.979
H -1.021 -5.118 0.944
H -1.506 -3.467 0.668
H -0.607 -3.835 2.153
H 0.582 -2.452 0.299
H 0.595 -3.965 -0.729
H 1.842 -4.807 1.322
C 1.253 -1.821 4.070
C 2.096 -0.657 3.556
O 1.322 0.574 3.650
H 1.629 -2.844 3.896
H 0.267 -1.721 3.591
H 1.127 -1.850 5.140
H 2.368 -0.962 2.532
H 3.076 -0.514 4.052
H 1.559 1.042 2.801
C -1.338 3.327 2.457
C -1.181 3.760 0.985
O -1.503 2.684 0.082
H -1.082 4.164 3.107
H -0.580 2.580 2.671
H -2.344 2.917 2.541
H -0.113 4.126 0.914
H -1.744 4.685 0.855
H -2.077 3.060 -0.634
C 6.242 3.234 -0.050
C 5.001 2.959 0.869
O 4.297 1.960 0.308
H 5.983 3.709 -1.009
H 6.849 2.387 -0.246
H 6.897 4.113 0.294
H 4.409 3.835 0.783
H 5.271 2.714 1.869
H 4.860 1.214 0.098
```

Atomic partial charges in e from the Mulliken method, atoms 1 to 5: O -0.524; H 0.264; H 0.320; O -0.735; H 0.374

Density functional theory data (wB97M-V/def2-TZVPD) for a single C12H11NO2 molecule at a distorted geometry.

Results
SMILES: CNCc1cccc2c1C(=O)C=CC2=O
energy above the lowest of the compared OMol25 structures with the same formula, charge and spin: 511.6 kJ/mol
net charge: 0
LUMO: -1.2 eV
E_tot: -668.87162 Eh
HOMO-LUMO gap: 7.6 eV

XYZ file:
```
26
C12H11NO2, DFT wB97M-V/def2-TZVPD
C 0.451 1.901 3.498
N 0.445 1.094 2.243
C -0.440 1.662 1.189
C -0.856 0.416 0.233
C -2.346 -0.026 0.261
C -2.839 -1.236 -0.599
C -1.762 -1.945 -1.467
C -0.276 -1.499 -1.518
C 0.217 -0.294 -0.627
C 1.754 0.091 -0.730
O 2.488 0.494 0.200
C 2.452 -0.104 -2.164
C 2.009 -1.215 -2.944
C 0.832 -2.207 -2.454
O 0.786 -3.404 -2.814
H 1.497 2.390 3.574
H 0.411 1.160 4.384
H -0.381 2.678 3.577
H 0.122 0.129 2.387
H 0.112 2.404 0.494
H -1.361 2.215 1.587
H -3.147 0.495 0.903
H -3.915 -1.595 -0.629
H -2.033 -2.852 -2.123
H 3.260 0.628 -2.501
H 2.518 -1.382 -3.960
```

Atomic partial charges in e from the Mulliken method, atoms 1 to 5: C -0.760; N -0.188; C -0.596; C 0.253; C -0.564

Density functional theory data (wB97M-V/def2-TZVPD) for a 6-piece molecular cluster, C7H23NO5 overall at a distorted geometry.

Results
expectation value of S²: 0.76
energy above the lowest of the compared OMol25 structures with the same formula, charge and spin: 186.3 kJ/mol
net charge: -1
spin multiplicity: 2
LUMO (spin up / spin down): 2.8 / 2.6 eV
E_tot: -711.31297 Eh
HOMO-LUMO gap (spin up / spin down): 2.5 / 6.1 eV

XYZ file:
```
36
C7H23NO5, DFT wB97M-V/def2-TZVPD
C 0.372 -2.523 3.865
C 0.167 -1.632 2.482
C 0.186 -2.573 1.276
C -0.282 -2.076 -0.049
C -1.637 -1.852 -0.153
C -2.236 -1.251 -1.333
C -3.368 -0.489 -1.311
N -1.129 -0.922 2.867
H 1.471 -2.626 3.810
H -0.159 -3.456 3.749
H 0.180 -1.911 4.677
H 1.067 -0.949 2.347
H -0.545 -3.500 1.623
H 1.150 -3.120 1.256
H 0.311 -2.225 -0.973
H -2.286 -2.105 0.660
H -2.029 -1.686 -2.382
H -3.894 -0.128 -0.552
H -3.801 -0.193 -2.329
H -1.960 -1.576 2.595
H -1.094 -0.018 2.474
H 1.844 4.203 -1.385
H 2.350 3.053 -0.641
O 1.798 3.864 -0.554
H 0.599 2.445 -0.261
H -0.504 1.648 0.464
O 0.253 1.533 -0.040
H -0.714 4.184 -2.481
H -0.215 3.131 -1.620
O -0.199 3.397 -2.544
H 3.848 1.074 -0.533
H 3.366 1.198 -1.929
O 3.616 1.744 -1.158
H 1.013 2.540 -4.182
H 0.916 1.061 -3.708
O 1.545 1.737 -4.025
```

Atomic partial charges in e from the Mulliken method, atoms 1 to 5: C -1.420; C 0.312; C -0.731; C -0.538; C -0.528

Density functional theory data (wB97M-V/def2-TZVPD) for an isolated ion of composition C5H14N2P and charge +1 at a distorted geometry.

Results
SMILES: C[NH+]=P(C)(C)N1CC1
energy above the lowest of the compared OMol25 structures with the same formula, charge and spin: 91.2 kJ/mol
net charge: +1
LUMO: -2.8 eV
E_tot: -649.45328 Eh
HOMO-LUMO gap: 10.9 eV

XYZ file:
```
22
C5H14N2P, DFT wB97M-V/def2-TZVPD
C -2.303 0.229 1.039
C -2.519 0.128 -0.400
C 1.609 1.595 0.948
C 0.020 -2.033 0.670
C 1.017 -0.364 -1.625
N -1.238 0.716 0.122
N 1.457 0.196 1.088
P 0.377 -0.380 0.044
H -2.944 0.766 1.737
H -2.300 -0.830 1.547
H -2.440 -0.899 -0.708
H -3.003 0.823 -0.947
H 0.699 2.025 0.441
H 1.740 2.162 1.937
H 2.414 1.752 0.180
H 0.943 -2.717 0.334
H -0.876 -2.612 0.247
H -0.103 -1.992 1.810
H 0.362 -0.527 -2.425
H 1.741 -1.105 -1.493
H 1.479 0.625 -1.721
H 1.699 -0.196 1.982
```

Atomic partial charges in e from the Mulliken method, atoms 1 to 5: C -0.351; C -0.311; C -1.005; C -1.165; C -1.067

Copy entry 2 word for word.
Density functional theory data (wB97M-V/def2-TZVPD) for a single C12H11NO2 molecule at a distorted geometry.

Results
SMILES: CNCc1cccc2c1C(=O)C=CC2=O
energy above the lowest of the compared OMol25 structures with the same formula, charge and spin: 511.6 kJ/mol
net charge: 0
LUMO: -1.2 eV
E_tot: -668.87162 Eh
HOMO-LUMO gap: 7.6 eV

XYZ file:
```
26
C12H11NO2, DFT wB97M-V/def2-TZVPD
C 0.451 1.901 3.498
N 0.445 1.094 2.243
C -0.440 1.662 1.189
C -0.856 0.416 0.233
C -2.346 -0.026 0.261
C -2.839 -1.236 -0.599
C -1.762 -1.945 -1.467
C -0.276 -1.499 -1.518
C 0.217 -0.294 -0.627
C 1.754 0.091 -0.730
O 2.488 0.494 0.200
C 2.452 -0.104 -2.164
C 2.009 -1.215 -2.944
C 0.832 -2.207 -2.454
O 0.786 -3.404 -2.814
H 1.497 2.390 3.574
H 0.411 1.160 4.384
H -0.381 2.678 3.577
H 0.122 0.129 2.387
H 0.112 2.404 0.494
H -1.361 2.215 1.587
H -3.147 0.495 0.903
H -3.915 -1.595 -0.629
H -2.033 -2.852 -2.123
H 3.260 0.628 -2.501
H 2.518 -1.382 -3.960
```

Atomic partial charges in e from the Mulliken method, atoms 1 to 5: C -0.760; N -0.188; C -0.596; C 0.253; C -0.564

The highest net charge belongs to which entry? C5H14N2P

The highest net charge belongs to which entry? C5H14N2P